{"formula": "C7H20ClGaOSiSn", "method": "ωB97M-V/def2-TZVPD", "e_lumo_ev": [5.093, 5.396], "charge": -2, "gap_ev": [2.58, 4.80], "relative_energy_ev": 4.489, "fmax_ha_per_bohr": 0.0580, "elements": ["Ga", "Cl", "C", "C", "H", "H", "H", "H", "H", "H", "Sn", "C", "C", "H", "H", "H", "H", "H", "C", "Si", "C", "C", "O", "H", "H", "H", "H", "H", "H", "H", "H", "H"], "xyz": [[1.211, -0.519, -3.774], [2.345, -2.003, -2.472], [2.017, 1.205, -4.241], [-0.640, -0.937, -4.169], [1.471, 1.436, -5.152], [1.975, 2.031, -3.545], [3.032, 0.903, -4.452], [-0.748, -0.333, -5.106], [-1.470, -0.736, -3.445], [-0.540, -2.025, -4.408], [-1.491, 0.517, -0.483], [-2.039, -1.625, -0.682], [0.574, 1.053, -0.603], [-3.032, -1.582, -1.216], [-1.242, -2.173, -1.262], [-2.146, -1.968, 0.384], [0.916, 1.942, -1.338], [1.419, 0.243, -0.252], [1.273, -0.537, 2.597], [-0.372, 0.373, 2.829], [-1.434, -0.607, 4.080], [0.030, 2.088, 3.555], [-1.268, 0.529, 1.491], [1.588, -0.946, 3.576], [2.060, 0.149, 2.227], [1.162, -1.375, 1.881], [-1.124, -0.434, 5.116], [-2.473, -0.278, 3.935], [-1.365, -1.683, 3.843], [0.934, 2.503, 3.080], [-0.816, 2.767, 3.362], [0.193, 2.021, 4.642]], "atomic_forces_ev_per_a": [[-0.23, 0.61, 2.45], [-0.08, 0.18, -0.62], [0.10, -0.80, -0.48], [-0.16, -0.60, -0.85], [0.17, 0.38, -0.38], [-0.15, -0.13, 0.38], [0.58, 0.45, -0.33], [-0.46, -0.62, 0.50], [0.98, -0.09, -0.48], [-0.70, 0.65, -0.05], [-0.66, 1.49, -1.63], [0.26, -0.40, -0.05], [2.54, -0.67, -1.42], [1.06, -0.35, 0.54], [-0.98, 0.18, 0.65], [0.05, -0.04, -1.03], [-0.43, -2.09, 1.71], [-1.59, 2.27, -0.92], [0.12, -0.07, 0.15], [-0.63, 0.24, -1.23], [0.22, 0.05, -0.27], [-0.04, -0.12, 0.10], [0.33, -0.52, 2.77], [0.05, 0.03, -0.29], [-0.42, -0.38, 0.09], [0.08, 0.41, 0.32], [-0.08, -0.12, 0.04], [0.22, -0.13, 0.14], [-0.09, 0.35, 0.15], [-0.34, -0.11, 0.12], [0.28, -0.18, 0.07], [0.04, 0.13, -0.14]]}

=====

{"formula": "C34H40N9O3", "method": "ωB97M-V/def2-TZVPD", "e_lumo_ev": 2.668, "charge": -1, "gap_ev": 8.57, "fmax_ha_per_bohr": 0.0321, "elements": ["N", "O", "O", "O", "N", "C", "C", "C", "C", "H", "H", "H", "H", "H", "N", "C", "C", "C", "C", "H", "H", "H", "H", "H", "N", "C", "C", "C", "C", "H", "H", "H", "H", "H", "N", "C", "C", "C", "C", "H", "H", "H", "H", "H", "N", "C", "C", "C", "C", "H", "H", "H", "H", "H", "N", "C", "C", "C", "C", "H", "H", "H", "H", "H", "N", "C", "C", "C", "C", "C", "H", "H", "H", "H", "H", "N", "C", "C", "C", "C", "C", "H", "H", "H", "H", "H"], "xyz": [[-0.872, -0.477, -0.836], [0.106, -0.092, -1.508], [-0.715, -0.946, 0.319], [-2.025, -0.403, -1.326], [-2.014, -0.001, -4.250], [-0.870, 0.540, -4.764], [-1.094, 0.929, -6.076], [-2.406, 0.487, -6.361], [-2.957, -0.070, -5.244], [-2.072, -0.386, -3.315], [-0.003, 0.641, -4.130], [-0.424, 1.486, -6.704], [-2.894, 0.627, -7.317], [-3.893, -0.567, -5.051], [-3.011, 0.122, 2.088], [-3.348, 1.449, 1.900], [-4.116, 1.826, 2.957], [-4.165, 0.766, 3.906], [-3.581, -0.295, 3.265], [-2.442, -0.542, 1.582], [-2.951, 1.948, 1.033], [-4.526, 2.820, 3.063], [-4.583, 0.910, 4.887], [-3.407, -1.301, 3.620], [2.925, -0.607, -1.426], [3.429, -0.412, -0.166], [4.806, -0.476, -0.287], [5.123, -0.575, -1.642], [3.929, -0.651, -2.348], [1.941, -0.483, -1.651], [2.759, -0.337, 0.670], [5.466, -0.480, 0.568], [6.110, -0.712, -2.056], [3.762, -0.806, -3.398], [-1.290, 2.866, -0.921], [-1.423, 4.186, -1.303], [-0.476, 4.921, -0.634], [0.250, 4.035, 0.200], [-0.238, 2.794, -0.058], [-1.806, 2.076, -1.271], [-2.184, 4.449, -2.019], [-0.371, 5.994, -0.603], [1.005, 4.281, 0.927], [0.114, 1.852, 0.338], [-2.730, -3.034, 1.372], [-1.973, -3.404, 2.430], [-2.811, -4.064, 3.306], [-4.097, -4.049, 2.728], [-4.048, -3.353, 1.522], [-2.322, -2.577, 0.568], [-0.910, -3.250, 2.453], [-2.542, -4.461, 4.269], [-4.999, -4.458, 3.159], [-4.760, -3.019, 0.790], [1.255, -3.586, 0.714], [0.535, -4.754, 0.691], [1.402, -5.793, 0.918], [2.709, -5.215, 1.091], [2.566, -3.862, 0.947], [0.872, -2.673, 0.515], [-0.499, -4.677, 0.399], [1.151, -6.838, 0.984], [3.566, -5.782, 1.413], [3.281, -3.056, 0.991], [2.429, -0.420, 4.892], [1.750, -0.298, 6.025], [0.470, 0.242, 6.121], [-0.150, 0.671, 4.939], [0.513, 0.381, 3.758], [1.804, -0.133, 3.752], [2.214, -0.631, 6.947], [-0.016, 0.445, 7.065], [-1.150, 1.080, 4.972], [-0.002, 0.461, 2.805], [2.366, -0.363, 2.858], [3.710, 4.519, -4.287], [2.400, 4.763, -4.415], [1.396, 3.947, -3.912], [1.795, 2.832, -3.195], [3.139, 2.560, -3.021], [4.057, 3.435, -3.583], [2.147, 5.680, -4.936], [0.342, 4.145, -4.034], [1.028, 2.215, -2.737], [3.419, 1.698, -2.432], [5.127, 3.288, -3.502]], "atomic_forces_ev_per_a": [[-0.07, -0.16, -0.42], [-0.39, -0.11, 0.30], [0.12, 0.01, -0.29], [0.32, 0.01, 0.43], [0.46, -0.29, -0.63], [0.11, 0.62, 0.04], [-0.08, -0.64, 1.23], [-0.51, 0.51, -1.12], [0.25, -0.23, 0.62], [-0.07, 0.15, 0.05], [-0.04, 0.08, -0.04], [0.11, -0.12, -0.12], [-0.11, -0.12, 0.14], [-0.10, 0.16, -0.16], [-1.05, -0.21, 1.26], [0.68, -1.17, -0.79], [0.33, 1.14, 0.35], [-0.46, 0.51, -1.10], [0.90, -0.40, 0.86], [0.10, 0.63, -0.62], [-0.28, 0.30, 0.01], [0.05, -0.06, 0.13], [-0.19, -0.64, 0.03], [0.00, -0.01, -0.08], [-0.52, 0.72, -0.31], [0.38, -0.67, -0.90], [-0.55, 0.39, 1.37], [-0.16, -0.56, -0.97], [0.77, -0.37, 0.81], [0.11, -0.17, 0.20], [0.05, 0.07, 0.11], [0.16, 0.16, -0.17], [-0.01, 0.16, -0.06], [-0.18, 0.09, -0.02], [0.64, 0.74, -0.18], [-0.24, -0.33, -0.12], [-0.39, 0.43, 0.36], [-0.08, 0.16, -0.32], [0.17, -1.22, 0.80], [0.04, -0.03, -0.17], [0.05, 0.17, 0.07], [-0.07, -0.02, -0.35], [0.15, -0.01, -0.14], [-0.23, -0.01, -0.04], [0.46, 0.87, -1.04], [-0.33, -0.64, 0.50], [0.23, 0.26, -0.13], [-1.10, 0.38, -0.43], [1.00, -0.74, 1.04], [-0.17, 0.19, 0.05], [0.00, 0.12, 0.02], [0.04, -0.11, -0.03], [0.05, 0.04, 0.04], [-0.21, -0.22, 0.05], [-0.12, -0.23, -0.16], [0.17, 0.34, -0.46], [0.24, 0.50, 0.12], [-0.88, -0.49, 0.23], [0.41, 0.26, 0.14], [0.02, 0.01, 0.00], [-0.10, -0.42, 0.22], [-0.05, -0.02, -0.04], [0.26, 0.21, -0.22], [0.07, -0.08, 0.04], [0.32, -0.53, 0.10], [-0.49, 0.33, 0.48], [-0.07, 0.89, -0.91], [0.56, -1.02, 0.69], [-0.41, -0.06, -1.16], [-0.33, 0.05, 1.10], [0.34, -0.01, -0.11], [0.12, -0.31, 0.17], [-0.01, 0.07, -0.26], [0.04, 0.39, 0.04], [-0.16, 0.17, -0.21], [-0.40, -0.14, 0.32], [0.01, 0.15, -0.14], [0.50, -0.16, 0.11], [-0.52, 0.01, 0.14], [-0.12, 0.11, 0.16], [0.00, 0.19, -0.38], [-0.01, -0.02, -0.12], [0.01, 0.24, -0.09], [0.15, -0.14, 0.01], [0.32, 0.13, -0.06], [0.00, -0.20, 0.15]]}